103
Properties=species:S:1:pos:R:3:mulliken_spin:R:1 method="wB97M-V/def2-TZVPD" spin_multiplicity=3 charge=-1 total_energy_ev=-121530.9875 s2=2.14
Co -0.68 -0.65 -0.94 0.957
C 4.06 4.99 -0.99 -0.001
C 3.00 4.78 0.15 -0.001
C 3.65 4.40 1.49 -0.003
C 2.42 6.19 0.47 0.004
C 1.95 3.79 -0.33 -0.014
C 1.84 2.50 0.16 0.063
C 0.82 1.64 -0.26 0.084
N 0.52 0.39 0.21 0.303
C 0.86 -0.19 1.43 -0.041
C 1.83 0.12 2.35 0.101
C 2.00 -0.57 3.55 -0.022
C 0.97 -1.51 3.91 0.083
C -0.05 -1.88 3.00 -0.023
C -0.14 -1.24 1.75 0.048
O -0.89 -1.61 0.72 0.081
C -1.21 -2.80 3.47 0.015
C -1.96 -3.55 2.30 -0.001
C -0.65 -3.89 4.39 -0.001
C -2.33 -1.99 4.23 0.001
C 2.95 -0.37 4.69 0.008
C 3.93 -1.52 4.96 0.004
C 3.98 0.85 4.29 -0.002
C 2.29 0.05 6.04 -0.003
C 0.09 2.03 -1.41 0.090
O -0.57 1.05 -1.98 0.099
C 0.16 3.36 -1.96 0.005
C 1.04 4.22 -1.36 0.074
C -0.65 3.70 -3.18 0.011
C -0.35 5.16 -3.76 0.000
C -2.08 3.75 -2.66 0.003
C -0.54 2.67 -4.33 0.003
H 4.82 5.68 -0.64 0.001
H 3.47 5.27 -1.93 -0.001
H 4.52 4.08 -1.34 -0.002
H 4.50 5.10 1.81 0.000
H 4.03 3.39 1.72 0.000
H 2.86 4.46 2.26 0.001
H 2.86 6.60 1.32 0.000
H 1.35 6.04 0.82 -0.002
H 2.28 6.91 -0.30 -0.001
H 2.68 2.16 0.76 -0.006
H 2.54 0.93 2.07 0.012
H 0.96 -1.81 5.01 0.014
H -1.29 -4.27 1.80 0.000
H -2.36 -2.92 1.50 -0.001
H -2.80 -4.15 2.68 0.000
H 0.12 -4.53 3.88 0.000
H -1.45 -4.55 4.77 0.000
H -0.07 -3.54 5.29 0.000
H -2.66 -1.04 3.69 0.001
H -1.95 -1.69 5.23 0.000
H -3.23 -2.61 4.45 0.000
H 4.31 -1.80 3.98 -0.002
H 3.31 -2.38 5.19 0.000
H 4.80 -1.37 5.67 0.000
H 4.79 0.62 3.66 0.000
H 4.35 1.07 5.29 0.000
H 3.38 1.68 4.01 0.001
H 1.55 -0.60 6.47 -0.002
H 1.82 1.05 5.95 0.003
H 3.05 0.11 6.80 0.000
H 1.23 5.21 -1.76 0.014
H -0.69 5.85 -3.02 0.000
H -1.04 5.20 -4.68 0.000
H 0.66 5.15 -4.03 0.000
H -2.04 4.45 -1.78 0.001
H -2.33 2.74 -2.36 -0.001
H -2.72 4.16 -3.40 0.000
H 0.43 2.67 -4.81 -0.002
H -1.30 2.96 -5.12 0.000
H -0.88 1.63 -4.01 0.001
C -3.47 -5.00 -4.85 0.000
C -4.53 -4.03 -4.25 0.000
O -3.91 -2.80 -3.59 -0.001
P -3.47 -2.79 -2.04 -0.004
S -2.94 -0.88 -2.02 -0.013
S -2.39 -4.33 -1.54 0.000
O -4.77 -2.82 -1.13 0.001
C -5.95 -1.90 -1.23 0.000
C -7.19 -2.76 -1.24 0.000
H -2.82 -4.36 -5.54 0.000
H -3.98 -5.86 -5.39 0.000
H -2.93 -5.37 -3.97 0.000
H -5.10 -4.52 -3.46 0.000
H -5.18 -3.52 -4.96 0.000
H -5.83 -1.37 -2.18 0.000
H -5.78 -1.33 -0.24 0.000
H -7.25 -3.13 -2.26 0.000
H -8.07 -2.13 -1.01 0.000
H -7.04 -3.59 -0.43 0.000
N 3.33 -0.94 -5.77 0.001
C 2.85 -1.23 -4.75 0.002
C 2.26 -1.85 -3.61 0.004
C 2.49 -3.19 -3.38 -0.008
C 1.90 -3.76 -2.26 0.007
C 1.04 -3.01 -1.53 0.006
N 0.70 -1.78 -1.80 0.054
C 1.25 -1.21 -2.93 0.001
H 3.15 -3.72 -4.08 -0.001
H 2.05 -4.82 -2.13 0.000
H 0.49 -3.54 -0.70 -0.003
H 0.96 -0.17 -3.09 -0.001